A molecular structure, C35H67F3FeN7O15S3, computed with ωB97M-V with the def2-TZVPD basis set.

Structure (XYZ):
```
131
Properties=species:S:1:pos:R:3:mulliken_charge:R:1
Fe 14.157 -31.190 6.879 1.5830
S 14.092 -34.571 6.644 1.1443
S 10.749 -29.076 9.002 0.9013
S 16.841 -30.071 8.745 0.9381
F 9.179 -27.035 9.606 -0.1860
F 11.189 -26.433 8.702 -0.2028
F 9.567 -27.217 7.492 -0.1858
O 11.899 -29.389 8.089 -0.5573
O 16.270 -29.778 7.446 -0.6038
O 13.394 -35.276 5.619 -0.6216
O 16.924 -29.002 9.731 -0.5788
O 11.169 -29.055 10.384 -0.5343
O 11.824 -27.644 13.668 -0.1426
O 9.628 -30.033 8.807 -0.6480
O 6.975 -22.428 6.385 -0.2925
O 14.803 -35.361 7.619 -0.6200
O 14.973 -33.544 6.108 -0.5423
O 13.294 -33.548 7.275 -0.5482
O 9.968 -20.219 5.824 -0.2629
O 11.608 -32.644 12.722 -0.3900
O 18.036 -30.902 8.725 -0.6344
O 15.718 -30.939 8.985 -0.6099
N 16.317 -25.051 11.323 0.0645
N 8.071 -28.556 0.226 0.0010
N 7.038 -30.943 15.376 -0.0073
N 6.273 -31.054 6.644 0.0768
N 13.339 -30.331 4.281 0.6144
N 7.170 -19.652 6.377 -0.0989
N 12.941 -30.195 13.687 -0.0061
C 9.235 -19.154 5.140 -0.5612
C 4.563 -29.835 5.928 -0.5326
C 14.603 -30.421 3.428 -0.7134
C 7.519 -30.934 14.125 -0.4395
C 17.422 -24.234 11.616 -0.4288
C 6.725 -31.776 13.367 -0.7166
C 7.847 -28.921 1.525 -0.5994
C 8.354 -27.197 0.158 -0.5180
C 15.154 -24.307 11.452 -0.6881
C 5.575 -31.793 5.693 -0.6684
C 8.526 -26.844 1.476 -0.4326
C 10.133 -27.269 8.700 0.3567
C 14.630 -29.928 1.962 -1.2483
C 13.694 -27.808 4.746 -1.5339
C 12.367 -31.238 3.601 -0.6716
C 8.071 -27.815 2.354 -0.3665
C 15.475 -23.053 11.899 -0.2819
C 4.532 -31.070 5.288 -0.1783
C 12.926 -32.346 12.319 -0.6782
C 5.710 -29.838 6.700 -0.5120
C 7.518 -20.434 7.682 -0.6675
C 10.903 -20.953 5.007 -0.7344
C 6.041 -31.894 15.519 -0.4648
C 16.921 -23.026 12.028 -0.4705
C 12.958 -27.805 14.451 -0.7059
C 5.879 -32.425 14.250 -0.2900
C 13.786 -31.423 13.250 -0.5992
C 10.739 -33.228 11.695 -0.6302
C 6.836 -21.833 7.728 -0.5980
C 13.831 -28.921 13.872 -0.8253
C 6.228 -23.636 6.229 -0.7298
C 10.990 -31.420 4.357 -1.3144
C 10.768 -27.000 14.301 -0.8085
C 12.804 -28.965 4.250 -0.3461
C 8.226 -18.572 6.103 -0.6703
H 6.307 -19.161 6.564 0.3845
H 12.698 -28.083 15.473 0.4373
H 17.428 -22.189 12.486 0.3629
H 11.169 -34.152 11.308 0.3511
H 8.599 -20.565 7.739 0.3407
H 8.782 -18.362 7.017 0.3311
H 14.596 -27.696 4.145 0.3588
H 6.611 -24.403 6.902 0.2779
H 12.015 -30.810 2.662 0.3517
H 7.936 -27.769 3.424 0.5245
H 7.788 -17.665 5.688 0.4044
H 5.928 -32.774 5.412 0.3850
H 6.207 -29.085 7.293 0.4470
H 10.253 -31.954 3.758 0.4270
H 18.443 -24.586 11.611 0.3719
H 6.883 -32.080 12.342 0.4383
H 11.889 -28.891 4.838 0.1537
H 12.497 -28.693 3.240 0.3600
H 5.489 -32.106 16.423 0.3701
H 15.049 -31.412 3.341 0.4333
H 14.756 -29.003 14.442 0.4296
H 7.003 -20.224 5.561 0.3384
H 12.838 -32.210 3.455 0.5082
H 10.357 -27.716 15.012 0.3115
H 14.139 -24.664 11.356 0.4632
H 12.379 -29.855 12.920 0.2553
H 11.113 -31.996 5.274 0.2425
H 3.819 -29.077 5.730 0.3574
H 10.593 -32.502 10.895 0.2261
H 11.478 -20.298 4.353 0.2988
H 7.132 -31.266 7.132 0.2364
H 10.096 -26.862 13.455 0.2133
H 8.824 -25.839 1.738 0.3882
H 3.763 -31.402 4.607 0.3979
H 11.070 -26.087 14.816 0.3113
H 11.535 -21.504 5.704 0.2619
H 14.036 -27.806 5.781 0.3171
H 7.319 -22.515 8.427 0.4113
H 7.512 -30.466 16.130 0.2054
H 7.499 -29.909 1.789 0.4336
H 9.765 -33.532 12.080 0.2380
H 10.288 -21.642 4.428 0.2970
H 8.298 -30.222 13.894 0.5323
H 14.881 -22.186 12.148 0.3914
H 14.092 -28.598 12.864 0.4911
H 14.180 -30.701 1.338 0.3100
H 15.400 -30.006 4.045 0.4392
H 5.211 -23.322 6.466 0.3228
H 7.870 -29.176 -0.546 0.2023
H 14.364 -31.887 14.049 0.4366
H 9.900 -18.343 4.843 0.4335
H 8.721 -19.577 4.277 0.4005
H 5.164 -33.221 14.103 0.3772
H 7.222 -19.844 8.550 0.4569
H 12.371 -30.358 14.505 0.3600
H 12.887 -31.943 11.308 0.4218
H 14.537 -30.995 12.586 0.3468
H 13.075 -26.924 4.588 0.4322
H 16.351 -26.029 11.073 0.2272
H 15.619 -29.758 1.536 0.4388
H 13.426 -26.826 14.556 0.4644
H 14.187 -28.941 1.831 0.2675
H 10.516 -30.505 4.711 0.2994
H 13.479 -33.281 12.224 0.4907
H 8.567 -26.750 -0.801 0.3644
H 6.249 -24.020 5.210 0.2486
H 5.791 -21.662 7.985 0.4080
```

The multiplicity is 6. As for the HOMO-LUMO gap (spin up / spin down): 0.190 / 0.137 hartree. As for the LUMO energy (spin up / spin down): -1.85 / -1.85 eV. Its net charge is 0. For the total energy, the calculation gives -153555.216 eV. For the largest force on an atom, the calculation gives 7.47 eV/A.



A molecular structure, C44H37N3O4PS2Zr, computed with ωB97M-V with the def2-TZVPD basis set.

Structure (XYZ):
```
92
Properties=species:S:1:pos:R:3:mulliken_charge:R:1
Zr -0.190 0.476 -0.134 -0.0603
S -1.466 6.175 0.058 -0.0382
S -4.615 -5.408 -0.682 -0.1809
P 2.526 0.091 -0.019 2.0787
O 0.615 2.194 -0.941 -0.2912
O 0.040 3.666 -2.542 -0.6348
O -0.636 1.478 2.446 -0.7253
O -0.011 -1.146 0.899 -0.4847
N -0.381 0.340 -2.686 -0.5791
N -2.183 -0.842 -0.765 0.7214
N -2.083 1.803 -0.224 0.6841
C -5.741 1.241 -0.264 -1.2329
C -3.368 -2.925 -0.906 1.0884
C -4.581 -0.860 -0.585 0.5259
C 1.052 -2.513 2.603 -1.2291
C -3.304 1.214 -0.328 0.1871
C -2.200 -2.146 -0.925 -1.0266
C -3.261 -4.389 -0.987 0.2697
C -3.685 -6.824 -0.872 -0.3761
C -2.144 -5.142 -1.219 -0.2694
C -3.010 5.414 0.024 0.4058
C -3.156 3.952 -0.037 0.4406
C 0.396 1.251 1.823 1.0453
C 4.033 -3.756 0.284 -0.7228
C 3.257 -4.433 -0.648 -0.8145
C 2.783 0.557 1.752 0.3049
C 2.280 -3.748 -1.360 -0.5440
C -3.354 -0.198 -0.559 -0.4810
C -0.214 -1.815 2.146 0.5846
C 0.536 1.414 -3.168 -0.6746
C 2.847 -1.706 -0.183 0.8521
C -4.482 1.939 -0.212 0.4579
C -4.561 -2.251 -0.760 -0.9610
C 4.033 0.435 2.356 -0.6452
C 3.835 -2.400 0.506 -0.3313
C -4.002 6.354 0.013 -0.5692
C 4.207 0.785 3.687 -0.8301
C 4.178 2.220 -0.618 -0.5195
C -4.383 3.331 -0.067 -0.7395
C 3.140 1.287 4.427 -0.7772
C 0.388 2.568 -2.185 0.5317
C 3.987 0.846 -0.799 0.8942
C 4.869 0.131 -1.604 -0.5617
C -5.789 -0.095 -0.432 -1.0971
C 5.955 0.776 -2.186 -0.7363
C 2.080 -2.396 -1.121 -0.3841
C -1.359 -2.805 2.027 -1.4898
C -2.154 7.730 0.066 -0.3802
C 1.903 1.444 3.826 -0.4904
C -2.386 -6.541 -1.158 -0.6574
C 5.258 2.857 -1.203 -0.6922
C 6.153 2.133 -1.982 -0.5635
C -3.514 7.685 0.040 -0.5655
C 1.722 1.084 2.496 0.0435
C -2.024 3.118 -0.079 -0.5154
H -4.152 -7.792 -0.765 0.4536
H -1.454 -3.362 2.960 0.5324
H 1.558 1.040 -3.128 0.2758
H -5.294 3.913 0.013 0.4177
H -5.058 6.113 -0.016 0.3597
H 0.311 1.760 -4.172 0.4564
H -1.032 3.538 0.010 0.2466
H -2.312 -2.304 1.836 0.2501
H 1.689 -4.267 -2.106 0.4672
H -1.629 -7.297 -1.313 0.3911
H -0.495 -1.065 2.885 0.3193
H 3.419 -5.489 -0.827 0.3794
H 3.282 1.569 5.462 0.4183
H -0.267 -0.493 -3.251 0.2836
H 1.321 -1.862 -1.682 0.0700
H 6.647 0.212 -2.799 0.4366
H 4.798 -4.285 0.837 0.4297
H -1.516 8.601 0.086 0.4196
H 4.883 0.083 1.784 0.4511
H 1.896 -1.822 2.661 0.1042
H -6.652 1.817 -0.163 0.4647
H 3.479 2.786 -0.011 0.3801
H 5.403 3.920 -1.054 0.4515
H 0.893 -2.941 3.595 0.5476
H -6.739 -0.615 -0.466 0.4781
H 4.721 -0.928 -1.772 0.4515
H 7.002 2.630 -2.435 0.4117
H -4.143 8.564 0.034 0.4018
H 1.310 -3.320 1.908 0.2308
H 1.059 1.850 4.371 0.5473
H 4.452 -1.889 1.233 0.1260
H 5.181 0.675 4.147 0.4709
H -1.332 0.659 -2.852 0.2570
H -1.232 -2.616 -1.059 0.0394
H -5.502 -2.794 -0.773 0.4891
H -1.170 -4.721 -1.438 0.5553
H -1.162 -3.522 1.224 0.2914
```

As for the HOMO-LUMO gap: 0.255 hartree. As for the LUMO energy: -3.34 eV. Its net charge is +1. For the total energy, the calculation gives -91128.495 eV. For the largest force on an atom, the calculation gives 1.63 eV/A.



3 unconnected molecules or ions with the total composition C3H13NO2, computed with ωB97M-V with the def2-TZVPD basis set.

Structure (XYZ):
```
19
Properties=species:S:1:pos:R:3:mulliken_charge:R:1
O 0.249 0.835 1.967 -0.7006
O -1.861 -1.116 3.054 -0.6480
N 0.341 0.048 -0.657 0.0157
C -0.027 1.169 -1.512 -1.0275
C -0.664 -1.012 -0.695 -1.0457
C 1.687 -0.414 -0.950 -1.0383
H 0.086 1.782 2.060 0.2934
H -1.016 1.532 -1.237 0.3216
H -1.001 -0.788 2.733 0.3401
H 0.373 0.759 0.975 0.4644
H 0.002 0.900 -2.569 0.3489
H 1.927 -1.218 -0.247 0.3243
H 0.685 1.979 -1.352 0.3563
H 1.832 -0.715 -1.992 0.3347
H 2.385 0.354 -0.681 0.3504
H -1.631 -0.579 -0.448 0.3334
H -0.676 -1.521 -1.666 0.3382
H -0.409 -1.744 0.075 0.3365
H -2.282 -0.250 3.141 0.3023
```

As for the SMILES: CN(C)C.O.O. As for the HOMO-LUMO gap: 0.367 hartree. As for the LUMO energy: 0.70 eV. Its net charge is 0. For the total energy, the calculation gives -8906.685 eV. For the largest force on an atom, the calculation gives 0.95 eV/A.